Entry 1:
164
Properties=species:S:1:pos:R:3:lowdin_charge:R:1 method="wB97M-V/def2-TZVPD" de_lowest_ev=4.5438 mol_weight_g_mol=839.33 total_charge=+2
C 0.751 -4.660 -1.381 -0.0892
C 1.836 -3.689 -0.913 -0.2580
C 1.620 -3.405 0.540 -0.2307
C 2.505 -2.211 1.020 -0.2552
P 2.481 -1.639 2.706 1.0019
C 3.292 -0.004 2.680 -0.2411
C 2.270 1.169 2.606 -0.2454
C 2.879 2.595 2.880 -0.2279
C 3.665 3.023 1.637 -0.0794
C 3.511 -2.676 3.784 -0.2375
C 3.380 -4.267 3.663 -0.1865
C 4.681 -4.923 4.251 -0.2804
C 4.603 -6.345 4.657 -0.1240
C 0.761 -1.526 3.311 -0.2427
C 0.221 -2.882 3.820 -0.2389
C -1.294 -2.723 3.905 -0.2701
C -1.856 -3.918 4.634 -0.1021
H -0.259 -4.276 -1.233 0.0670
H 0.724 -5.699 -1.050 0.0844
H 0.870 -4.789 -2.457 0.0645
H 1.807 -2.771 -1.500 0.0799
H 2.803 -4.154 -1.106 0.1199
H 1.799 -4.286 1.157 0.1037
H 0.566 -3.136 0.604 0.0988
H 2.135 -1.300 0.549 0.0780
H 3.556 -2.303 0.749 0.1051
H 4.009 0.043 1.861 0.0828
H 3.938 0.085 3.553 0.1037
H 1.479 1.107 3.353 0.0801
H 1.630 1.067 1.730 0.1001
H 3.439 2.556 3.814 0.1109
H 2.050 3.222 3.209 0.0777
H 4.399 2.277 1.331 0.0498
H 4.104 4.017 1.723 0.0819
H 2.861 3.138 0.910 0.0675
H 3.384 -2.297 4.798 0.1067
H 4.499 -2.401 3.415 0.0919
H 3.325 -4.706 2.667 0.0980
H 2.503 -4.623 4.204 0.0946
H 4.938 -4.424 5.186 0.1065
H 5.564 -4.765 3.633 0.1136
H 3.613 -6.566 5.056 0.0754
H 5.311 -6.607 5.443 0.0848
H 4.677 -7.110 3.884 0.0789
H 0.166 -1.298 2.426 0.0850
H 0.793 -0.720 4.043 0.0930
H 0.655 -3.116 4.793 0.1152
H 0.491 -3.716 3.173 0.1027
H -1.776 -2.710 2.928 0.1104
H -1.536 -1.786 4.406 0.1045
H -1.543 -4.846 4.155 0.0818
H -2.944 -3.854 4.623 0.0780
H -1.459 -3.969 5.648 0.0803
C -7.758 -1.466 3.131 -0.0921
C -6.342 -1.138 2.733 -0.2746
C -6.158 -0.198 1.509 -0.2232
C -4.672 0.079 1.242 -0.2673
P -4.089 1.787 1.526 1.0869
C -4.489 2.073 3.365 -0.1897
C -3.597 1.171 4.337 -0.2243
C -2.204 1.661 4.732 -0.2726
C -2.114 3.054 5.344 -0.0917
C -2.367 2.293 1.094 -0.2431
C -1.886 3.703 1.490 -0.2164
C -0.344 3.813 1.610 -0.2469
C 0.272 5.042 2.319 -0.0831
C -5.058 2.986 0.548 -0.2438
C -5.430 2.458 -0.866 -0.2150
C -4.429 2.459 -2.067 -0.2484
C -3.838 3.779 -2.481 -0.0965
H -8.192 -0.606 3.643 0.0789
H -7.909 -2.467 3.534 0.0846
H -8.388 -1.364 2.248 0.0726
H -5.768 -2.029 2.478 0.1087
H -5.700 -0.812 3.551 0.0853
H -6.783 0.694 1.525 0.1071
H -6.522 -0.809 0.682 0.1179
H -4.391 -0.257 0.244 0.0896
H -3.975 -0.560 1.785 0.0796
H -5.555 1.879 3.481 0.0864
H -4.273 3.090 3.693 0.0739
H -3.584 0.125 4.030 0.0796
H -4.129 1.043 5.279 0.1132
H -1.531 1.440 3.903 0.0795
H -1.786 1.027 5.514 0.1055
H -2.573 3.825 4.725 0.0530
H -1.056 3.293 5.452 0.0732
H -2.585 3.089 6.326 0.0872
H -2.282 2.125 0.020 0.0819
H -1.745 1.549 1.591 0.0708
H -2.273 4.129 2.416 0.0954
H -2.231 4.388 0.716 0.1020
H -0.027 3.894 0.570 0.0901
H 0.133 2.913 1.998 0.0740
H 0.134 4.881 3.388 0.0675
H -0.302 5.921 2.025 0.0803
H 1.320 5.199 2.064 0.0689
H -4.589 3.970 0.540 0.0903
H -5.958 3.109 1.150 0.0882
H -6.350 2.917 -1.227 0.1104
H -5.858 1.456 -0.852 0.0929
H -4.773 1.875 -2.921 0.1185
H -3.709 1.679 -1.819 0.0611
H -2.942 3.558 -3.061 0.0464
H -3.576 4.552 -1.759 0.0705
H -4.480 4.251 -3.226 0.0782
C 0.957 4.787 -3.114 -0.0901
C -0.074 3.666 -2.897 -0.2451
C 0.349 2.197 -3.051 -0.2311
C 1.075 1.817 -4.346 -0.2728
P 1.376 0.084 -4.527 1.0185
C -0.118 -0.983 -4.462 -0.2572
C 0.082 -2.481 -4.726 -0.2133
C -1.303 -3.227 -4.887 -0.2114
C -2.310 -3.122 -3.736 -0.0990
C 2.178 -0.318 -6.151 -0.2210
C 3.327 0.701 -6.571 -0.2404
C 3.802 0.278 -7.924 -0.2895
C 5.098 0.964 -8.359 -0.0975
C 2.345 -0.424 -3.090 -0.2500
C 3.613 0.426 -2.710 -0.2237
C 4.248 0.227 -1.319 -0.2442
C 5.528 1.113 -1.077 -0.0796
H 1.404 4.921 -4.099 0.0740
H 1.786 4.547 -2.448 0.0655
H 0.579 5.758 -2.792 0.0768
H -0.825 3.853 -3.665 0.0971
H -0.465 3.655 -1.880 0.0930
H -0.543 1.575 -2.970 0.1005
H 0.954 1.901 -2.193 0.1045
H 2.001 2.377 -4.473 0.0983
H 0.373 1.955 -5.168 0.1132
H -0.709 -0.621 -5.303 0.1069
H -0.661 -0.836 -3.528 0.0717
H 0.847 -2.907 -4.077 0.0934
H 0.509 -2.553 -5.726 0.0927
H -0.977 -4.265 -4.954 0.1029
H -1.814 -2.991 -5.820 0.1095
H -1.885 -3.403 -2.772 0.0577
H -3.273 -3.605 -3.897 0.0787
H -2.645 -2.126 -3.447 0.0586
H 1.374 -0.360 -6.886 0.1004
H 2.583 -1.330 -6.160 0.0979
H 4.173 0.703 -5.884 0.0973
H 3.025 1.748 -6.555 0.1103
H 3.075 0.733 -8.596 0.1116
H 3.805 -0.786 -8.160 0.1179
H 4.969 2.014 -8.619 0.0790
H 5.612 0.571 -9.236 0.0783
H 5.782 0.852 -7.518 0.0697
H 2.804 -1.390 -3.295 0.0972
H 1.594 -0.503 -2.303 0.0640
H 3.396 1.492 -2.773 0.0930
H 4.394 0.361 -3.469 0.1041
H 4.396 -0.828 -1.085 0.0955
H 3.487 0.498 -0.587 0.0747
H 5.805 1.133 -0.023 0.0497
H 5.442 2.184 -1.262 0.0787
H 6.330 0.599 -1.606 0.0777
O -0.240 -1.094 -1.000 0.0913
C -1.437 -0.712 -0.611 -0.9606
O -1.729 -1.078 0.478 0.0515
O -2.208 -0.082 -1.335 -0.0036
H -0.425 -1.396 -0.108 0.0056

---

Entry 2:
175
Properties=species:S:1:pos:R:3:lowdin_charge:R:1 method="wB97M-V/def2-TZVPD" e_tot_ha=-8401.9086 mol_weight_g_mol=1220.99 total_charge=0
C 5.729 6.055 0.619 -0.2627
S 5.612 4.841 -0.725 0.8201
O 6.887 4.078 -0.695 -0.5658
C 4.421 3.797 0.148 -0.2813
H 5.723 5.580 1.600 0.0446
H 4.821 6.646 0.738 0.0312
H 6.645 6.646 0.613 0.0556
H 3.464 4.307 0.260 0.0198
H 4.710 3.600 1.181 0.0476
H 4.255 2.878 -0.415 0.0364
C 1.972 4.923 -2.529 -0.2260
S 1.581 5.953 -1.072 0.8420
O 2.881 6.562 -0.592 -0.5664
C 0.844 7.342 -1.943 -0.2496
H 1.264 4.115 -2.712 0.0344
H 2.887 4.372 -2.310 0.0326
H 2.155 5.483 -3.445 0.0605
H 1.702 7.918 -2.289 0.0622
H 0.245 7.918 -1.237 0.0480
H 0.137 6.958 -2.678 0.0551
C 0.391 -0.021 -1.152 -1.9451
Cl -0.642 -0.707 0.140 0.5719
Cl -0.432 1.171 -2.182 0.5304
Cl 1.860 0.684 -0.370 0.5340
Cl 0.977 -1.266 -2.247 0.5094
C -3.975 -1.935 -2.736 -1.9873
Cl -2.791 -0.865 -3.602 0.4940
Cl -5.211 -2.462 -3.896 0.5326
Cl -3.093 -3.271 -1.972 0.5207
Cl -4.763 -1.045 -1.422 0.5132
C 3.999 -3.556 -5.082 -1.9532
Cl 4.016 -3.354 -6.880 0.4860
Cl 4.993 -2.285 -4.389 0.5490
Cl 2.277 -3.409 -4.570 0.4942
Cl 4.513 -5.228 -4.621 0.5147
C -8.024 -1.617 1.852 -0.1421
C -7.575 -0.295 1.404 -0.2890
C -7.527 0.801 2.518 -0.1895
C -6.846 2.067 2.024 -0.2240
C -5.322 2.011 2.061 -0.2592
C -4.582 3.297 1.781 -0.1132
H -9.054 -1.622 2.209 0.0761
H -7.407 -2.001 2.664 0.0714
H -7.964 -2.382 1.078 0.0756
H -6.569 -0.517 1.047 0.0689
H -8.122 -0.016 0.503 0.1135
H -7.040 0.424 3.417 0.1005
H -8.579 0.962 2.755 0.1088
H -7.251 2.205 1.021 0.1111
H -7.070 3.006 2.530 0.1054
H -4.971 1.672 3.035 0.1026
H -5.047 1.271 1.309 0.0954
H -4.418 3.418 0.711 0.0758
H -5.023 4.199 2.206 0.0695
H -3.585 3.309 2.220 0.0463
C 7.018 -0.386 2.060 -0.1082
C 5.802 0.528 2.165 -0.2594
C 5.268 0.756 3.640 -0.1910
C 6.136 1.612 4.656 -0.1846
C 5.675 1.411 6.128 -0.2605
C 4.837 2.589 6.551 -0.1329
H 7.445 -0.456 1.059 0.0736
H 6.747 -1.361 2.465 0.0684
H 7.754 0.017 2.755 0.0604
H 6.039 1.450 1.634 0.0866
H 4.991 0.088 1.585 0.0738
H 5.234 -0.270 4.006 0.0888
H 4.241 1.101 3.521 0.0888
H 7.155 1.242 4.540 0.0890
H 6.148 2.613 4.226 0.1023
H 5.029 0.541 6.244 0.1004
H 6.554 1.255 6.753 0.1007
H 3.811 2.523 6.190 0.0708
H 4.603 2.470 7.609 0.0645
H 5.323 3.546 6.362 0.0752
C 0.334 -5.544 -2.359 -0.0945
C 1.117 -6.645 -3.138 -0.2652
C 0.395 -7.380 -4.213 -0.2783
C 1.020 -8.643 -4.634 -0.2247
C 0.053 -9.403 -5.566 -0.2702
C 0.674 -10.677 -6.078 -0.1347
H -0.714 -5.780 -2.179 0.0630
H 0.436 -4.616 -2.923 0.0147
H 0.769 -5.367 -1.376 0.0441
H 2.092 -6.332 -3.511 0.0546
H 1.431 -7.293 -2.320 0.1050
H 0.171 -6.752 -5.075 0.1212
H -0.658 -7.425 -3.933 0.1137
H 1.984 -8.364 -5.059 0.1193
H 1.287 -9.322 -3.824 0.1199
H -0.874 -9.719 -5.086 0.1070
H -0.290 -8.794 -6.402 0.1083
H 0.817 -11.454 -5.328 0.0755
H 0.241 -11.092 -6.988 0.0668
H 1.627 -10.381 -6.516 0.0673
C -4.297 -1.192 4.763 -0.1028
C -3.588 -1.553 3.422 -0.2357
C -2.995 -3.013 3.408 -0.2051
C -2.183 -3.355 2.151 -0.2340
C -1.700 -4.833 2.245 -0.2461
C -1.027 -5.244 0.937 -0.1343
H -5.004 -1.947 5.106 0.0671
H -4.850 -0.256 4.830 0.0461
H -3.503 -1.087 5.503 0.0638
H -4.326 -1.534 2.620 0.0843
H -2.805 -0.855 3.126 0.0927
H -3.820 -3.699 3.599 0.1132
H -2.170 -3.052 4.120 0.1009
H -2.747 -3.245 1.224 0.0927
H -1.257 -2.784 2.093 0.0626
H -0.940 -5.002 3.009 0.1002
H -2.568 -5.437 2.508 0.1046
H -0.529 -4.416 0.434 0.0551
H -0.356 -6.102 0.975 0.0672
H -1.842 -5.549 0.280 0.0637
C -3.727 7.624 2.756 -0.1121
C -3.509 6.773 1.469 -0.2351
C -2.153 6.042 1.666 -0.2241
C -1.594 5.235 0.450 -0.2029
C -0.404 4.330 0.894 -0.2766
C -0.880 3.183 1.833 -0.0886
H -2.853 8.162 3.120 0.0704
H -4.217 7.107 3.582 0.0658
H -4.430 8.415 2.495 0.0590
H -4.223 5.998 1.190 0.0810
H -3.491 7.503 0.660 0.0975
H -2.288 5.498 2.600 0.0961
H -1.364 6.748 1.926 0.1045
H -2.370 4.587 0.043 0.0924
H -1.307 5.906 -0.360 0.0798
H 0.004 3.973 -0.051 0.0531
H 0.294 4.988 1.411 0.0910
H -1.748 2.698 1.388 0.0541
H -0.110 2.422 1.954 0.0508
H -1.211 3.623 2.775 0.0649
C 2.544 -5.254 1.474 -0.0850
C 2.970 -3.744 1.762 -0.2278
C 1.833 -2.800 2.193 -0.2230
C 2.419 -1.405 2.595 -0.1977
C 1.331 -0.429 3.156 -0.2575
C 0.556 -0.938 4.420 -0.0873
H 1.692 -5.343 0.801 0.0197
H 2.198 -5.730 2.392 0.0650
H 3.401 -5.819 1.108 0.0635
H 3.697 -3.795 2.572 0.0983
H 3.423 -3.332 0.860 0.1011
H 1.279 -3.262 3.010 0.1012
H 1.100 -2.758 1.387 0.0717
H 3.168 -1.644 3.350 0.0991
H 2.924 -0.913 1.764 0.0569
H 1.717 0.567 3.370 0.0824
H 0.582 -0.161 2.410 0.0226
H 0.030 -0.105 4.885 0.0648
H -0.113 -1.702 4.023 0.0424
H 1.178 -1.267 5.252 0.0713
C 2.542 1.271 -6.496 -0.1043
C 1.157 1.031 -5.915 -0.2885
C 0.171 2.150 -6.105 -0.2507
C -1.250 1.807 -5.709 -0.2114
C -2.181 3.073 -5.476 -0.2586
C -3.381 2.698 -4.691 -0.1474
H 2.485 1.246 -7.584 0.0694
H 3.286 0.490 -6.334 0.0625
H 2.855 2.279 -6.225 0.0736
H 0.757 0.120 -6.361 0.1128
H 1.285 0.929 -4.837 0.0831
H 0.286 2.612 -7.085 0.1201
H 0.535 2.899 -5.401 0.0998
H -1.725 1.257 -6.521 0.1153
H -1.178 1.158 -4.836 0.0305
H -1.674 3.864 -4.923 0.0991
H -2.492 3.445 -6.452 0.1078
H -4.076 2.097 -5.278 0.0791
H -3.047 2.276 -3.744 0.0506
H -3.991 3.579 -4.488 0.0715

---

Calculated maximum force (eV/A), listed in the same order as above: 9.2 2.6